# C5H8N2

An isolated ion of composition C5H8N2 and charge +2 (ωB97M-V/def2-TZVPD, the OMol25 dataset).

The calculation puts the LUMO energy at -9.1596 eV. As for the SMILES: CC#[N+]C[N+]#CC. Its total energy is -304.05225 Eh. As for the charge: +2. For the energy above the lowest of the compared OMol25 structures with the same formula, charge and spin, the calculation gives 8.9 kcal/mol.

Positions of all 15 atoms, in Å:
1 C 3.43969 0.59903 0.39091
2 C 2.22615 -0.13673 0.14736
3 N 1.28408 -0.65219 -0.30552
4 C -0.16477 -1.30510 -0.79586
5 N -1.11631 -0.50020 -0.21343
6 C -2.11177 0.09000 -0.00717
7 C -3.32723 0.59881 0.35929
8 H 4.00579 0.26361 1.35311
9 H 3.93182 0.56443 -0.48591
10 H 3.12525 1.70317 0.48960
11 H 0.01786 -2.34314 -0.40000
12 H -0.23075 -1.22419 -1.88352
13 H -4.08507 0.40127 -0.38394
14 H -3.76800 0.18066 1.35492
15 H -3.22675 1.76055 0.38016

natural (NBO) population analysis, charges in e, atoms 1 to 2: atom 1 (C): -0.751, atom 2 (C): 0.703



# C51H50MoN9O4P2

C51H50MoN9O4P2 as an isolated structure (ωB97M-V/def2-TZVPD, the OMol25 dataset).

The calculation puts the LUMO energy (alpha / beta) at -2.8590 / -2.9355 eV. Its spin multiplicity is 3. Its total energy is -3517.92432 Eh. As for the charge: +1.

Positions of all 117 atoms, in Å:
1 Mo 0.04128 -0.62235 -0.31389
2 C -5.27069 1.96001 2.75294
3 N -4.01237 1.38134 3.18562
4 C -3.81167 0.76457 4.38282
5 C -2.48885 0.41554 4.41327
6 N -1.87866 0.79727 3.25950
7 C -2.81349 1.37816 2.52895
8 P -2.63750 2.20057 0.92150
9 C -1.96916 0.89878 -1.50864
10 N -1.34364 -0.33321 -1.79898
11 C -1.44144 -0.94039 -3.01044
12 C -2.06756 -0.45424 -4.16572
13 N -2.63381 0.71763 -4.25769
14 C -3.19443 1.06214 -5.53932
15 C -0.84456 2.45142 1.06404
16 N 0.08747 1.50627 1.02536
17 C 1.27675 2.14469 1.26929
18 C 1.05754 3.47103 1.46775
19 N -0.29310 3.65634 1.33167
20 C -0.96865 4.93864 1.42612
21 H -6.08203 1.42403 3.23928
22 H -5.38304 1.85087 1.67669
23 H -5.32418 3.01651 3.01509
24 H -4.61067 0.62734 5.09062
25 H -1.95751 -0.10156 5.19496
26 H -0.95457 -1.90347 -3.07126
27 H -2.04065 -1.13445 -5.02436
28 H -3.12726 0.25272 -6.27739
29 H -2.68683 1.94324 -5.94322
30 H -4.24577 1.33953 -5.42373
31 H 2.21478 1.62311 1.30370
32 H 1.72504 4.28220 1.69893
33 H -0.40705 5.67918 0.85978
34 H -1.04203 5.25409 2.46630
35 H -1.96727 4.84431 1.00695
36 O -3.50186 5.05846 -3.65054
37 C -4.06642 4.59372 -2.43222
38 C -3.40301 3.29552 -2.07980
39 C -4.10203 2.19037 -1.78088
40 C -3.44801 0.94292 -1.37713
41 N -2.59947 0.87281 -0.16226
42 C -1.25587 2.12310 -1.93088
43 C -1.95251 3.26048 -2.13666
44 C 0.21942 2.06910 -2.08795
45 C 0.87575 3.06286 -2.81312
46 C 2.25599 3.10690 -2.86987
47 C 2.96337 4.20756 -3.62374
48 O 2.16547 4.82762 -4.60207
49 C 2.97139 2.12719 -2.18674
50 C 2.27255 1.14950 -1.51888
51 N 0.93545 1.08668 -1.48662
52 H -3.94674 5.86931 -3.91351
53 H -5.14722 4.44498 -2.51828
54 H -3.88957 5.32549 -1.63148
55 H -5.18303 2.19661 -1.86016
56 H -3.97464 0.01395 -1.55998
57 H -1.46072 4.18210 -2.41387
58 H 0.30832 3.80534 -3.35220
59 H 3.90196 3.82409 -4.03880
60 H 3.22907 4.99264 -2.91117
61 H 2.02785 4.21959 -5.33634
62 H 4.05292 2.10398 -2.18482
63 H 2.79272 0.36657 -0.98585
64 O -3.09242 -1.84035 1.92261
65 C -1.88881 -1.87035 1.90809
66 O -1.17189 -1.62021 0.83373
67 C -1.07037 -2.30274 3.09396
68 C -1.77747 -2.91844 4.12463
69 C -1.12685 -3.42201 5.23535
70 C 0.25434 -3.31858 5.32542
71 C 0.96265 -2.70191 4.30873
72 C 0.31721 -2.17311 3.18815
73 P 1.42806 -1.44076 1.92232
74 C 2.51480 -0.34657 2.88656
75 C 2.06599 0.24732 4.06282
76 C 2.83621 1.20684 4.70362
77 C 4.06263 1.58630 4.18234
78 C 4.50874 1.02080 2.99533
79 C 3.73199 0.07548 2.34569
80 C 2.36271 -2.95235 1.47128
81 C 3.74200 -3.04555 1.31434
82 C 4.31866 -4.21653 0.84027
83 C 3.52890 -5.30664 0.51322
84 C 2.15426 -5.22806 0.68191
85 C 1.57842 -4.06245 1.15691
86 H -2.85086 -2.99501 4.01926
87 H -1.69004 -3.90578 6.02239
88 H 0.78184 -3.72139 6.17957
89 H 2.04132 -2.63305 4.38551
90 H 1.10215 -0.02163 4.47170
91 H 2.46977 1.65922 5.61547
92 H 4.66502 2.32624 4.69176
93 H 5.45581 1.32373 2.56840
94 H 4.06779 -0.30059 1.38661
95 H 4.39411 -2.23040 1.58928
96 H 5.39431 -4.27344 0.73608
97 H 3.98131 -6.21603 0.14142
98 H 1.52559 -6.07528 0.44179
99 H 0.50210 -4.01715 1.27897
100 C 3.44147 -1.87086 -2.37229
101 C 2.49685 -3.02642 -2.47665
102 C 2.86785 -4.16777 -3.16748
103 C 1.99884 -5.24174 -3.29069
104 C 0.74321 -5.18533 -2.71796
105 C 0.32569 -4.07069 -1.99692
106 C -1.03575 -4.09793 -1.36286
107 C 1.21808 -2.99020 -1.89385
108 N 0.82331 -1.88146 -1.14654
109 H 4.36665 -2.08907 -2.90284
110 H 3.68887 -1.66301 -1.32906
111 H 3.00504 -0.97226 -2.80999
112 H 3.85028 -4.20923 -3.62022
113 H 2.30527 -6.12326 -3.83733
114 H 0.06481 -6.02413 -2.81432
115 H -1.79384 -4.31267 -2.11785
116 H -1.30773 -3.17307 -0.86399
117 H -1.08443 -4.90175 -0.62528

Löwdin population analysis, charges in e, atoms 1 to 2: atom 1 (Mo): 1.656, atom 2 (C): -0.027



# C25H52BN2O30S7

A 8-piece molecular cluster, C25H52BN2O30S7 overall (ωB97M-V/def2-TZVPD, the OMol25 dataset).

The calculation puts the LUMO energy (alpha / beta) at 0.1087 / 0.1088 eV. Its spin multiplicity is 2. Its total energy is -6162.41546 Eh.

Positions of all 117 atoms, in Å:
1 C -0.58819 -4.49647 2.42679
2 N -0.16114 -4.58674 1.01406
3 C 0.68808 -5.78519 0.90582
4 B 0.55932 -3.40667 0.57230
5 O 1.92564 -3.54147 0.30223
6 C -0.12388 -1.99670 0.30084
7 C -1.64358 -1.96049 0.58218
8 C -2.19968 -0.92358 1.60154
9 C -2.79229 -1.69578 2.79097
10 C -3.44557 -0.25600 0.94550
11 N -1.30436 0.17084 1.99430
12 O -1.46087 1.24100 1.33761
13 C 0.09592 -0.18659 2.19867
14 C 0.38059 -0.98430 3.47575
15 C 0.87156 1.13265 2.34823
16 C 0.74866 -0.90520 0.99909
17 H -0.38446 -3.53611 2.86777
18 H -1.63882 -4.71618 2.54459
19 H -0.05819 -5.21326 3.02117
20 H 0.08229 -6.62305 1.22262
21 H 1.52984 -5.76031 1.58127
22 H 0.99224 -5.96603 -0.10672
23 H 2.44831 -3.24061 1.04245
24 H 0.00881 -1.85064 -0.76000
25 H -2.13751 -1.78749 -0.35610
26 H -1.99424 -2.92593 0.89336
27 H -3.77222 -2.05829 2.56631
28 H -2.13655 -2.45670 3.16725
29 H -2.92408 -0.97950 3.59363
30 H -3.25249 0.10891 -0.06585
31 H -3.90069 0.46837 1.59640
32 H -4.15735 -1.06110 0.84528
33 H -0.48403 -1.41221 3.95972
34 H 0.82815 -0.32487 4.20072
35 H 1.10217 -1.75729 3.33188
36 H 1.85023 0.86224 2.71528
37 H 0.38573 1.75701 3.07799
38 H 1.01436 1.61936 1.39474
39 H 0.96516 -0.13995 0.27360
40 H 1.70458 -1.26453 1.33151
41 C 2.61362 -5.81092 6.88896
42 C 3.11163 -6.15736 5.50349
43 O 2.22197 -5.45930 4.61953
44 S 1.75104 -4.09241 5.31014
45 O 2.55920 -3.04194 4.82280
46 O 0.34413 -4.03774 5.28131
47 O 2.22122 -4.43401 6.80042
48 H 1.73540 -6.40103 7.15696
49 H 3.37910 -5.93572 7.64883
50 H 3.08520 -7.22391 5.30299
51 H 4.12281 -5.78073 5.33726
52 C 0.97719 -6.46607 -3.57878
53 C 2.46929 -6.29411 -3.41714
54 O 3.01285 -7.57805 -3.75281
55 S 2.09930 -8.26935 -4.87664
56 O 2.68001 -8.04207 -6.14131
57 O 1.75530 -9.56229 -4.43271
58 O 0.82490 -7.30639 -4.72908
59 H 0.53921 -6.97922 -2.72004
60 H 0.46649 -5.52010 -3.73388
61 H 2.75123 -6.01228 -2.40668
62 H 2.86457 -5.56010 -4.12221
63 C -2.85591 2.33740 -4.33898
64 C -2.69838 2.40372 -2.83695
65 O -3.08367 1.09397 -2.37869
66 S -2.67735 0.01001 -3.48659
67 O -1.43938 -0.56231 -3.11276
68 O -3.81457 -0.77075 -3.78742
69 O -2.41391 1.01633 -4.69806
70 H -3.90275 2.43906 -4.63346
71 H -2.26297 3.08927 -4.84737
72 H -3.32541 3.16506 -2.38430
73 H -1.65921 2.57371 -2.55051
74 C 5.21277 3.30269 0.18832
75 C 5.02299 1.82935 -0.09794
76 O 3.60586 1.66918 -0.22723
77 S 2.97319 3.00263 -0.85848
78 O 2.81101 2.80760 -2.24389
79 O 1.92054 3.43822 -0.02557
80 O 4.23970 3.96151 -0.62976
81 H 4.99771 3.53617 1.23312
82 H 6.21111 3.64952 -0.06203
83 H 5.40458 1.19625 0.69758
84 H 5.48689 1.54410 -1.04460
85 C -2.36838 5.64256 -9.29866
86 C -2.49927 4.16603 -8.98572
87 O -1.46612 3.91061 -8.02973
88 S -1.25016 5.22025 -7.11878
89 O -1.97117 5.01649 -5.93033
90 O 0.11524 5.55877 -7.13393
91 O -2.04437 6.25846 -8.04480
92 H -1.54876 5.83010 -9.99499
93 H -3.28626 6.06529 -9.69692
94 H -2.36761 3.53908 -9.86245
95 H -3.46160 3.94249 -8.51915
96 C -3.47724 9.07090 -3.20348
97 C -1.99932 9.38993 -3.17126
98 O -1.35639 8.11256 -3.23242
99 S -2.24297 7.10731 -4.11446
100 O -1.73588 7.07872 -5.42547
101 O -2.45650 5.93164 -3.36627
102 O -3.59314 7.97667 -4.11979
103 H -3.83473 8.74016 -2.22635
104 H -4.07657 9.91070 -3.54298
105 H -1.70553 9.91879 -2.26965
106 H -1.69659 9.96771 -4.04735
107 C 0.74647 1.68932 6.59527
108 C -0.25819 0.97857 7.47104
109 O 0.42925 0.78166 8.71362
110 S 1.43906 2.00272 8.96607
111 O 0.81939 2.94027 9.81758
112 O 2.71569 1.47165 9.24078
113 O 1.42595 2.59385 7.47484
114 H 1.48047 0.99238 6.18545
115 H 0.27484 2.23669 5.78398
116 H -0.57529 0.02657 7.05529
117 H -1.13426 1.60244 7.66032

Löwdin population analysis, charges in e, atoms 1 to 2: atom 1 (C): -0.069, atom 2 (N): -0.063



# C12H40O12

A 10-piece molecular cluster, C12H40O12 overall (ωB97M-V/def2-TZVPD, the OMol25 dataset).

The calculation puts the LUMO energy (alpha / beta) at 2.6246 / 2.5388 eV. Its spin multiplicity is 2. Its total energy is -1383.92201 Eh. As for the charge: -1.

Positions of all 64 atoms, in Å:
1 O -7.00682 32.39861 23.99831
2 H -7.86265 31.98737 24.11936
3 H -7.20712 33.30237 23.75473
4 C -11.66209 38.16259 23.71995
5 C -11.27025 36.70043 23.27951
6 C -10.98663 36.59696 21.80230
7 O -9.78885 35.92848 21.72939
8 C -9.26647 35.73146 23.04094
9 O -8.12136 35.28292 23.27103
10 O -10.10126 36.21517 23.90906
11 H -12.08691 38.10424 24.72205
12 H -12.47502 38.54006 23.09967
13 H -10.78346 38.80673 23.75462
14 H -12.11462 36.03742 23.46811
15 H -11.05089 37.52275 21.23057
16 H -11.83211 36.07700 21.35183
17 C -4.80368 30.77229 21.74887
18 O -4.61690 31.72126 22.74249
19 H -4.59896 29.77896 22.14821
20 H -5.80498 30.78442 21.31834
21 H -4.15776 31.05458 20.91749
22 H -5.48834 31.83499 23.12883
23 C -10.10067 29.80294 21.77861
24 O -8.77082 29.79812 22.22186
25 H -10.67338 30.66870 22.11112
26 H -10.19779 29.85190 20.69405
27 H -10.55495 28.89809 22.18232
28 H -8.84442 29.53896 23.14328
29 C -10.83324 32.59857 25.55812
30 O -10.57651 31.38617 24.86506
31 H -11.65496 32.55011 26.27263
32 H -10.00540 32.99011 26.14928
33 H -11.13694 33.34575 24.82492
34 H -11.33836 31.07273 24.37217
35 C -6.34144 34.05873 27.32237
36 O -6.58129 33.90314 28.70206
37 H -6.93640 33.30075 26.81287
38 H -6.49825 35.09966 27.03958
39 H -5.31554 33.73409 27.14851
40 H -7.44130 34.29991 28.85870
41 C -8.60760 28.86360 26.20469
42 O -8.69757 29.59689 24.98103
43 H -9.43070 28.14979 26.23767
44 H -7.63107 28.38824 26.29692
45 H -8.77825 29.47600 27.09009
46 H -9.43547 30.20904 25.02988
47 C -5.57631 30.70853 26.32352
48 O -5.13953 29.77880 27.25549
49 H -6.58651 31.08511 26.48409
50 H -5.02625 31.64649 26.39940
51 H -5.49523 30.35459 25.29579
52 H -5.22353 30.21631 28.10586
53 C -4.91140 35.08258 24.34832
54 O -4.34460 35.90792 25.34587
55 H -4.44715 34.09640 24.34831
56 H -5.95070 34.84027 24.57019
57 H -4.73562 35.52815 23.36920
58 H -4.83381 36.71729 25.51080
59 C -9.01577 32.89155 20.23541
60 O -7.96648 32.51046 21.08759
61 H -8.94485 33.97403 20.12902
62 H -8.90235 32.52265 19.21602
63 H -10.02010 32.56313 20.50293
64 H -8.20456 31.70023 21.54414

natural (NBO) population analysis, charges in e, atoms 1 to 2: atom 1 (O): -0.973, atom 2 (H): 0.490



Number 1: maximum force 5.3 eV/A. Number 2: maximum force 0.9 eV/A. Number 3: maximum force 2.7 eV/A. Number 4: maximum force 4.5 eV/A.